Entry 1:
Computed, not measured: a molecular structure, C24H41FN4O3S at a distorted geometry, with the ωB97M-V functional and the def2-TZVPD basis.

The highest occupied orbital energy comes out at -0.290 Eh. The frontier orbital gap comes out at 0.2525 Ha.

Geometry as ORCA input:
```
! wB97M-V def2-TZVPD RIJCOSX def2/J DEFGRID3
* xyz 0 1
C 3.94 3.39 -0.03
C 2.92 4.59 -0.45
O 2.03 4.24 -1.53
C 0.64 4.48 -1.21
C -0.34 3.38 -1.91
C -0.65 2.23 -0.83
C -1.92 2.25 0.14
C -3.00 3.46 0.04
F -3.14 4.19 1.27
C -4.45 2.93 -0.50
C -5.67 3.39 0.47
C -2.11 1.11 1.20
C -3.34 1.10 2.23
N -3.68 -0.24 2.79
C -1.06 -0.05 1.27
N -0.94 -1.20 2.13
S 0.41 -2.12 1.69
N 1.11 -1.25 0.38
C 0.18 -0.13 0.29
C 0.36 1.05 -0.76
C 1.65 0.91 -1.73
C 1.24 -0.24 -2.83
N -0.21 -0.01 -3.15
H 4.98 3.54 -0.49
H 3.57 2.36 -0.39
H 4.06 3.30 1.11
H 3.60 5.45 -0.85
H 2.41 4.98 0.49
H 0.40 4.50 -0.09
H 0.36 5.51 -1.65
H -1.28 3.94 -2.26
H 0.16 2.95 -2.86
H -2.66 4.23 -0.76
H -4.43 1.77 -0.50
H -4.70 3.32 -1.54
H -5.45 3.22 1.58
H -5.95 4.50 0.32
H -6.63 2.78 0.24
H -3.06 1.78 3.10
H -4.28 1.52 1.74
H -3.61 -0.96 2.05
H -2.99 -0.45 3.53
H 1.86 1.86 -2.32
H 2.52 0.55 -1.08
H 1.92 -0.23 -3.75
H 1.29 -1.23 -2.24
H -0.37 0.18 -4.14
H -0.80 -0.77 -2.79
C 1.29 -3.63 6.86
C 0.04 -2.79 6.85
C -0.41 -2.91 5.41
O 0.02 -4.20 4.95
C 0.93 -4.75 5.91
H 1.57 -3.99 7.85
H 2.13 -3.05 6.46
H -0.71 -3.23 7.51
H 0.19 -1.75 7.16
H 0.06 -2.15 4.78
H -1.50 -2.83 5.30
H 0.42 -5.56 6.43
H 1.81 -5.16 5.39
C 3.00 -4.29 -5.71
C 2.33 -4.65 -4.40
C 1.74 -3.33 -3.97
O 1.42 -2.61 -5.17
C 2.03 -3.28 -6.29
H 3.16 -5.15 -6.37
H 3.97 -3.82 -5.52
H 1.53 -5.38 -4.58
H 3.02 -5.07 -3.66
H 2.46 -2.73 -3.41
H 0.84 -3.44 -3.37
H 1.23 -3.77 -6.86
H 2.52 -2.55 -6.93
*
```

Atomic partial charges in e from the Löwdin method, atoms 1 to 4: -0.08 -0.24 -0.20 -0.20

---

Entry 2:
Computed, not measured: 2 unconnected molecules or ions with the total composition C5H8ClN3O at a distorted geometry, with the ωB97M-V functional and the def2-TZVPD basis.

The highest occupied orbital energy (spin up / spin down) comes out at -0.175 / -0.355 Eh. Its energy above the lowest of the compared OMol25 structures with the same formula, charge and spin is 0.0 kcal per mole. The frontier orbital gap (spin up / spin down) comes out at 0.2001 / 0.2821 Ha.

Geometry as ORCA input:
```
! wB97M-V def2-TZVPD RIJCOSX def2/J DEFGRID3
* xyz 0 3
C 0.21 -1.66 -0.17
C -2.71 0.32 -0.60
C 1.44 -2.11 0.02
C 0.27 0.71 0.32
C 1.54 0.97 -0.39
N -2.03 0.87 -1.35
N -0.31 -0.47 0.36
N -0.32 1.71 1.02
O -1.53 -0.56 0.83
Cl -4.11 -0.21 0.08
H -0.54 -2.24 -0.69
H 2.17 -1.57 0.60
H 1.75 -3.05 -0.39
H 1.43 1.88 -0.99
H 1.81 0.15 -1.04
H 2.35 1.14 0.32
H -0.15 2.66 0.74
H -1.26 1.47 1.33
*
```

Atomic partial charges in e from the Löwdin method, atoms 1 to 4: -0.14 -0.86 0.02 -0.43

---

Entry 3:
Computed, not measured: a molecular structure, C23H44INO21S at a distorted geometry, with the ωB97M-V functional and the def2-TZVPD basis.

The highest occupied orbital energy comes out at -0.382 Eh. The frontier orbital gap comes out at 0.3544 Ha.

Geometry as ORCA input:
```
! wB97M-V def2-TZVPD RIJCOSX def2/J DEFGRID3
* xyz 0 1
O 0.13 1.70 0.94
N 0.33 2.64 0.27
O -0.88 3.13 -0.23
C -1.20 4.35 0.44
C -2.62 4.17 1.11
I -2.77 5.03 3.09
C -3.90 4.40 0.22
O -4.92 3.73 1.02
S -4.29 2.24 1.25
O -4.49 1.60 2.55
O -4.52 1.47 0.02
O -2.71 2.75 1.34
H -0.48 4.57 1.23
H -1.22 5.20 -0.25
H -3.74 3.84 -0.71
H -4.25 5.43 0.12
C 6.45 4.58 -1.40
C 5.92 3.91 -2.65
O 5.63 2.53 -2.42
C 4.52 2.28 -1.74
O 3.75 3.10 -1.32
O 4.42 0.96 -1.58
C 3.31 0.55 -0.77
H 7.32 4.04 -1.02
H 6.74 5.61 -1.61
H 5.70 4.60 -0.61
H 6.68 3.94 -3.43
H 5.04 4.42 -3.04
H 2.38 0.96 -1.14
H 3.48 0.86 0.26
H 3.26 -0.53 -0.81
C -1.76 0.25 -1.33
C -0.82 -0.91 -1.52
O -1.09 -1.63 -2.73
C -0.68 -1.04 -3.85
O -0.11 0.01 -3.93
O -1.03 -1.82 -4.88
C -0.74 -1.25 -6.15
H -2.80 -0.08 -1.38
H -1.60 0.74 -0.37
H -1.63 1.00 -2.11
H -0.96 -1.63 -0.70
H 0.23 -0.60 -1.49
H 0.31 -0.97 -6.23
H -1.37 -0.39 -6.34
H -0.95 -2.02 -6.90
C 7.47 -0.79 -1.34
C 8.81 -0.10 -1.30
O 9.11 0.41 0.00
C 9.48 -0.50 0.90
O 9.60 -1.68 0.71
O 9.69 0.12 2.06
C 10.01 -0.75 3.14
H 6.68 -0.13 -0.98
H 7.22 -1.10 -2.36
H 7.46 -1.68 -0.71
H 8.80 0.76 -1.97
H 9.62 -0.76 -1.65
H 10.86 -1.39 2.89
H 9.14 -1.36 3.40
H 10.28 -0.13 3.99
C -7.12 1.30 5.03
C -7.37 1.23 3.54
O -8.48 0.37 3.23
C -9.68 0.88 3.48
O -9.92 1.98 3.92
O -10.59 -0.04 3.17
C -11.93 0.34 3.48
H -6.99 0.30 5.45
H -6.23 1.89 5.25
H -7.96 1.75 5.56
H -6.51 0.80 3.05
H -7.53 2.23 3.11
H -12.19 1.29 3.02
H -12.07 0.39 4.56
H -12.59 -0.43 3.08
C -1.40 -6.79 1.89
C -1.25 -7.70 0.69
O -1.70 -7.06 -0.52
C -0.87 -6.15 -1.02
O 0.19 -5.83 -0.56
O -1.44 -5.63 -2.10
C -0.69 -4.56 -2.69
H -2.43 -6.44 1.98
H -1.14 -7.32 2.81
H -0.77 -5.91 1.81
H -1.88 -8.58 0.81
H -0.22 -8.05 0.57
H 0.33 -4.86 -2.91
H -0.70 -3.70 -2.04
H -1.18 -4.29 -3.63
*
```

Atomic partial charges in e from the Löwdin method, atoms 1 to 4: 0.10 0.03 -0.14 -0.16

---

Entry 4:
Computed, not measured: 2 unconnected molecules or ions with the total composition C2H3NO3 at a distorted geometry, with the ωB97M-V functional and the def2-TZVPD basis.

Its SMILES is O=C=O.CN=O. The highest occupied orbital energy comes out at -0.355 Eh. Its energy above the lowest of the compared OMol25 structures with the same formula, charge and spin is 107.4 kcal per mole. The frontier orbital gap comes out at 0.3324 Ha.

Geometry as ORCA input:
```
! wB97M-V def2-TZVPD RIJCOSX def2/J DEFGRID3
* xyz 0 1
O 2.25 -0.43 1.35
C 2.78 0.55 1.22
O 3.54 1.40 1.35
C 1.79 1.06 -1.35
N 1.32 -0.47 -1.18
O 2.25 -1.29 -1.32
H 1.53 2.10 -0.92
H 1.75 1.42 -2.39
H 2.83 0.85 -0.91
*
```

Atomic partial charges in e from the Löwdin method, atoms 1 to 4: 0.24 -0.53 0.22 -0.07

---

Entry 5:
Computed, not measured: C3H8N4O in the gas phase at a distorted geometry, with the ωB97M-V functional and the def2-TZVPD basis.

Its SMILES is [H]/N=C\N(O)C/C=N\N. The highest occupied orbital energy comes out at -0.346 Eh. Its energy above the lowest of the compared OMol25 structures with the same formula, charge and spin is 206.1 kcal per mole. The frontier orbital gap comes out at 0.3593 Ha.

Geometry as ORCA input:
```
! wB97M-V def2-TZVPD RIJCOSX def2/J DEFGRID3
* xyz 0 1
H -3.62 -0.67 0.09
N -2.74 -1.23 0.57
C -1.59 -0.87 0.11
N -1.29 0.31 -0.59
O -1.95 1.42 -0.22
C 0.25 0.30 -0.40
C 1.19 -0.85 -0.73
N 2.39 -0.87 -0.10
N 2.40 0.56 0.73
H -0.70 -1.55 0.20
H -2.07 1.62 0.81
H 0.52 1.29 -0.80
H 0.62 0.17 0.85
H 1.12 -1.90 -1.21
H 3.52 0.90 0.68
H 1.97 1.39 0.01
*
```

Atomic partial charges in e from the Löwdin method, atoms 1 to 4: 0.12 0.07 -0.32 -0.21

---

Entry 6:
Computed, not measured: C5H2O in the gas phase at a distorted geometry, with the ωB97M-V functional and the def2-TZVPD basis.

Its SMILES is C#CC#CC=O. The highest occupied orbital energy comes out at -0.371 Eh. Its energy above the lowest of the compared OMol25 structures with the same formula, charge and spin is 19.2 kcal per mole. The frontier orbital gap comes out at 0.3526 Ha.

Geometry as ORCA input:
```
! wB97M-V def2-TZVPD RIJCOSX def2/J DEFGRID3
* xyz 0 1
C 2.68 -0.35 -0.08
C 1.63 0.14 -0.39
C 0.37 0.44 0.00
C -0.78 0.12 0.08
C -2.17 0.09 0.12
O -2.80 -0.68 -0.56
H 3.68 -0.60 0.03
H -2.60 0.84 0.80
*
```

Atomic partial charges in e from the Löwdin method, atoms 1 to 4: 0.17 -0.13 -0.03 0.05

---

Short version: molar mass = 484.68; 161.59; 829.56; 89.05; 116.12; 78.07 g mol⁻¹, in the order given.